(1)
C38H55N11O2PRu as an isolated structure. Source: the Open Molecules 2025 dataset; level of theory: the ωB97M-V functional and the def2-TZVPD basis.

Its expectation value of S² is 0.780. The calculation puts the orbital gap (spin up / spin down) at 5.749 / 6.223 eV. For the total energy, the calculation gives -2670.03996 a.u. Its LUMO energy (spin up / spin down) is -0.708 / -0.246 eV. As for the HOMO energy (spin up / spin down): -6.46 / -6.47 eV. The calculation puts the strongest force on any atom at 3.1 eV/A. Its spin multiplicity is 2.

Last column: Mulliken spin population.
Positions of all 108 atoms, in Å:
Ru (-0.5634, 1.4552, -0.6927)  1.01
P (1.3925, -1.0851, 0.6319)  0.03
O (-4.4104, 3.3491, 0.5223)  0.00
O (0.3427, 2.9451, -4.3756)  -0.01
N (-1.8316, 1.0821, 1.3849)  0.03
N (-2.2652, 3.1044, -0.3283)  -0.02
N (-3.5211, -1.4830, -1.1635)  0.00
N (1.8476, 1.8047, -1.4105)  0.02
N (0.1909, -0.5170, -0.1395)  -0.03
N (1.1818, -2.5083, 1.5638)  -0.02
N (-2.0133, 0.1301, -2.0120)  0.01
N (2.6409, -1.6014, -0.3960)  -0.01
N (-0.3489, 3.1321, -2.1699)  -0.02
N (-4.2598, 0.6312, -1.7518)  0.00
N (2.0729, -0.0795, 1.8227)  -0.01
C (4.3595, -2.9672, -2.3910)  0.00
C (-4.0027, 1.3274, 2.3482)  0.00
C (1.0891, -2.6034, 3.0059)  0.00
C (1.0293, -4.9306, 1.5799)  0.00
C (-1.3190, 4.0696, -2.2860)  0.01
C (1.8404, 2.4004, -2.6040)  -0.01
C (-3.7968, 0.2361, 3.1701)  0.00
C (1.4365, 1.1838, 2.1599)  -0.06
C (-2.4936, -2.3034, -0.5706)  0.00
C (-1.3261, 5.0596, -3.2853)  0.00
C (3.7298, -2.4755, 0.0027)  0.00
C (3.3503, 0.1424, 3.8991)  0.00
C (-3.0014, 1.7165, 1.4589)  -0.01
C (3.9850, -3.5689, -1.0313)  0.00
C (-2.5959, -0.4500, 3.0518)  0.00
C (3.3575, -0.3235, 2.4461)  0.00
C (-3.3375, 5.9984, -2.3831)  0.00
C (2.3620, -1.5848, -1.8233)  -0.01
C (3.0104, 2.7165, -3.2927)  -0.01
C (-2.3404, 4.0820, -1.2852)  -0.01
C (3.0186, 1.5040, -0.8681)  0.00
C (-1.6525, 0.0145, 2.1533)  -0.01
C (2.4518, 2.1830, 2.6955)  0.00
C (0.5169, 2.8351, -3.1660)  0.01
C (-3.2108, -0.2235, -1.6492)  0.00
C (-4.6330, -2.2375, -1.6912)  0.00
C (3.0507, 1.6464, 3.9993)  0.00
C (-3.2819, 2.8430, 0.5035)  0.01
C (-2.3308, 5.9930, -3.3457)  0.00
C (-3.3331, 5.0712, -1.3642)  0.00
C (4.2324, 1.8049, -1.4658)  -0.01
C (3.6713, -1.6118, -2.5933)  0.00
C (-0.0218, -3.5633, 3.4185)  0.00
C (-5.4049, 0.5711, -0.8724)  0.00
C (4.2283, 2.4306, -2.7061)  0.00
C (0.6581, -3.6485, 0.8433)  0.00
C (-4.1801, 1.8203, -2.5701)  0.00
C (0.2601, -4.9825, 2.9059)  0.00
H (-2.9249, -2.8135, 0.2949)  0.00
H (-4.1285, 6.7318, -2.4318)  0.00
H (0.8367, -5.5442, 3.6424)  0.00
H (1.7557, -2.4498, -2.1302)  0.00
H (3.2301, 2.3552, 1.9510)  0.00
H (-5.3271, -1.5863, -2.2081)  0.00
H (-4.4580, 2.7021, -1.9920)  0.00
H (4.3174, -0.0913, 4.3460)  0.00
H (-4.1128, 5.0950, -0.6214)  0.00
H (5.4409, -2.8452, -2.4647)  0.00
H (-1.6601, -1.6805, -0.2380)  0.01
H (-2.3429, 6.7165, -4.1483)  0.00
H (2.5951, -0.4282, 4.4403)  0.00
H (3.5537, -1.3942, 2.4028)  0.00
H (1.9558, 3.1363, 2.8827)  0.00
H (-0.9595, -3.1935, 3.0048)  0.00
H (0.9027, -1.6085, 3.4179)  0.00
H (4.1717, 0.1897, 1.9120)  0.00
H (2.0440, -2.9679, 3.4218)  0.00
H (1.0791, -3.6261, -0.1648)  0.00
H (-0.4358, -3.6017, 0.7438)  0.00
H (3.0798, -4.1734, -1.1243)  0.00
H (-4.8716, 1.7318, -3.4146)  0.00
H (-4.5496, -0.0785, 3.8788)  0.00
H (-0.7163, -0.5074, 2.0087)  0.00
H (5.1582, 1.5461, -0.9722)  0.00
H (-6.3272, 0.4132, -1.4405)  0.00
H (0.7979, -5.8024, 0.9656)  0.00
H (4.7800, -4.2241, -0.6690)  0.00
H (3.9564, 2.2034, 4.2387)  0.00
H (1.7768, -0.6876, -2.0350)  0.01
H (4.6497, -1.8880, 0.1422)  0.00
H (2.3401, 1.8130, 4.8092)  0.00
H (-4.2832, -2.9924, -2.4054)  0.00
H (2.1059, -4.9337, 1.7616)  0.00
H (-5.1548, -2.7478, -0.8790)  0.00
H (2.9325, 3.1916, -4.2590)  0.00
H (3.4756, -2.9423, 0.9588)  0.00
H (-4.9202, 1.8945, 2.3683)  0.00
H (-2.1154, -3.0636, -1.2679)  0.00
H (5.1575, 2.6898, -3.1933)  0.00
H (-5.2872, -0.2287, -0.1447)  0.00
H (0.6709, 1.0359, 2.9367)  0.00
H (3.4815, -1.4296, -3.6504)  0.00
H (-0.1093, -3.5619, 4.5043)  0.00
H (-5.4905, 1.5189, -0.3332)  0.00
H (-0.6875, -5.5034, 2.7573)  0.00
H (4.0537, -3.6602, -3.1746)  0.00
H (-0.5356, 5.0642, -4.0183)  0.00
H (-1.3824, -0.6705, -2.0873)  0.00
H (4.3082, -0.8078, -2.2256)  0.00
H (-2.3879, -1.3313, 3.6399)  0.00
H (0.9089, 1.5885, 1.2561)  0.04
H (-3.1649, 1.9352, -2.9435)  0.00
H (2.9852, 0.9770, 0.0696)  0.00

(2)
A 3-piece molecular cluster, C13H29NO6S2 overall. Source: the Open Molecules 2025 dataset; level of theory: the ωB97M-V functional and the def2-TZVPD basis.

The calculation puts the orbital gap at 9.581 eV. For the total energy, the calculation gives -1815.24114 a.u. Its LUMO energy is 0.518 eV. For the relative energy (zero: lowest compared OMol25 entry of this formula, charge and spin), the calculation gives 2.4 kcal/mol. As for the HOMO energy: -9.06 eV. The calculation puts the strongest force on any atom at 0.4 eV/A. Its spin multiplicity is 1. Its SMILES is O=S1(=O)CCCC1.O=S1(=O)CCCC1.CCOCOCCN.

Last column: natural (NBO) charge in e.
Positions of all 51 atoms, in Å:
S (3.6511, -3.0016, 3.0891)  2.17
S (2.0097, -0.1513, -1.4629)  2.17
O (-5.6263, 3.9829, -1.3251)  -0.54
O (3.0977, -1.9485, 3.9016)  -0.94
O (2.4570, -1.4630, -1.8574)  -0.94
O (1.0241, 0.5442, -2.2539)  -0.95
O (-3.3915, 3.9647, -1.9778)  -0.55
O (4.2330, -2.7045, 1.8040)  -0.95
N (-7.4038, 2.5223, -2.9612)  -0.84
C (-6.3463, 1.8086, -2.2455)  -0.25
C (3.4433, 0.9052, -1.2054)  -0.67
C (4.1959, -5.3489, 4.2290)  -0.40
C (-5.7488, 2.5974, -1.0792)  -0.09
C (-1.3312, 2.8380, -2.4939)  -0.63
C (-2.8466, 2.8461, -2.6652)  -0.06
C (3.4405, 1.2668, 0.2862)  -0.40
C (3.2613, -5.5906, 3.0348)  -0.41
C (2.7656, 0.1076, 1.0334)  -0.43
C (1.4950, -0.2046, 0.2494)  -0.67
C (-4.6974, 4.3285, -2.3070)  0.23
C (4.8360, -3.9680, 4.0365)  -0.67
C (2.4488, -4.3096, 2.8744)  -0.67
H (3.3469, 1.7693, -1.8577)  0.25
H (1.0720, -1.1857, 0.4534)  0.25
H (-4.7773, 2.1749, -0.8093)  0.18
H (-3.2674, 1.9184, -2.2624)  0.16
H (-6.7469, 0.8738, -1.8459)  0.19
H (-1.0308, 2.0892, -1.7667)  0.22
H (-3.1231, 2.8876, -3.7227)  0.16
H (2.6144, -6.4516, 3.1933)  0.23
H (-1.0279, 3.8143, -2.1205)  0.22
H (4.9582, -6.1220, 4.3083)  0.23
H (-6.3891, 2.5048, -0.2027)  0.19
H (1.7063, -4.1991, 3.6642)  0.24
H (5.0258, -3.4492, 4.9725)  0.25
H (3.8468, -5.7723, 2.1315)  0.22
H (3.4200, -0.7629, 1.0532)  0.25
H (-7.1337, 2.7312, -3.9095)  0.36
H (-0.8305, 2.6271, -3.4343)  0.22
H (-4.9678, 3.8941, -3.2783)  0.13
H (-7.6348, 3.3910, -2.5002)  0.37
H (0.7352, 0.5658, 0.3825)  0.24
H (2.5373, 0.3669, 2.0660)  0.23
H (-4.7397, 5.4139, -2.3699)  0.17
H (4.4541, 1.4383, 0.6447)  0.22
H (3.6172, -5.3618, 5.1542)  0.21
H (-5.5591, 1.5210, -2.9477)  0.18
H (4.3190, 0.3237, -1.4861)  0.25
H (1.9823, -4.1957, 1.8986)  0.26
H (5.7490, -4.0161, 3.4468)  0.25
H (2.8765, 2.1891, 0.4406)  0.21

(3)
A 2-piece molecular cluster, C4H4I2 overall. Source: the Open Molecules 2025 dataset; level of theory: the ωB97M-V functional and the def2-TZVPD basis.

The calculation puts the orbital gap (spin up / spin down) at 8.688 / 4.857 eV. For the total energy, the calculation gives -750.01550 a.u. Its LUMO energy (spin up / spin down) is -0.708 / -2.927 eV. For the relative energy (zero: lowest compared OMol25 entry of this formula, charge and spin), the calculation gives 79.8 kcal/mol. As for the HOMO energy (spin up / spin down): -9.40 / -7.78 eV. The calculation puts the strongest force on any atom at 2.2 eV/A. Its spin multiplicity is 1.

Last column: natural (NBO) charge in e.
Positions of all 10 atoms, in Å:
I (-1.3335, -3.3419, 0.3519)  0.27
I (-2.3959, 0.0310, -3.0231)  -0.07
C (-0.0019, -0.4269, 0.1613)  -0.18
C (0.6329, 0.8331, -0.3968)  -0.39
C (-0.4874, -1.5585, -0.1530)  -0.13
C (0.6317, 0.5879, 1.1033)  -0.43
H (0.0162, 1.0842, 1.7963)  0.23
H (-0.0974, 1.5261, -0.7702)  0.23
H (1.4573, 0.4349, 1.7920)  0.24
H (1.5779, 0.8301, -0.8618)  0.23

(4)
One molecule with the formula C3HCl3O. Source: the Open Molecules 2025 dataset; level of theory: the ωB97M-V functional and the def2-TZVPD basis.

The calculation puts the orbital gap at 9.740 eV. For the total energy, the calculation gives -1570.71898 a.u. Its LUMO energy is -0.650 eV. For the relative energy (zero: lowest compared OMol25 entry of this formula, charge and spin), the calculation gives 0.0 kcal/mol. As for the HOMO energy: -10.39 eV. The calculation puts the strongest force on any atom at 1.3 eV/A. Its spin multiplicity is 1. Its SMILES is O=C(Cl)C=C(Cl)Cl.

Last column: natural (NBO) charge in e.
Positions of all 8 atoms, in Å:
Cl (-2.7303, -0.1606, 0.2244)  -0.06
Cl (2.1534, 1.7404, 0.0979)  0.09
Cl (2.0548, -1.1356, 0.0435)  0.12
O (-0.8579, -1.8672, -0.2617)  -0.48
C (1.1998, 0.3288, 0.0233)  -0.03
C (-0.1471, 0.4119, -0.0309)  -0.40
C (-1.0833, -0.7149, -0.0728)  0.51
H (-0.5894, 1.3973, -0.0236)  0.25

(5)
C20H22AlBeBr3Cl6F9N4O2S as an isolated structure. Source: the Open Molecules 2025 dataset; level of theory: the ωB97M-V functional and the def2-TZVPD basis.

The calculation puts the orbital gap at 1.695 eV. For the total energy, the calculation gives -13181.21088 a.u. Its LUMO energy is -2.261 eV. For the relative energy (zero: lowest compared OMol25 entry of this formula, charge and spin), the calculation gives 0.0 kcal/mol. As for the HOMO energy: -3.96 eV. The calculation puts the strongest force on any atom at 9.8 eV/A. Its spin multiplicity is 1. Its charge is -1.

Last column: natural (NBO) charge in e.
Positions of all 69 atoms, in Å:
Br (-2.7435, -2.1971, -3.7970)  -0.79
Br (-2.9090, 3.7815, 5.4146)  -0.24
Br (2.6722, -2.9469, -0.5007)  -0.36
Cl (-0.1469, 1.0107, -8.2082)  0.07
Cl (1.7308, 3.7012, 4.9379)  -0.78
Cl (2.4132, 1.3380, -9.5383)  0.07
Cl (2.6039, 2.8533, 0.2182)  0.00
Cl (1.9484, 2.5836, -6.9569)  0.07
Cl (2.2173, -0.3015, -7.1498)  0.05
S (-1.5758, -1.9044, -0.3162)  0.90
Al (0.7753, -0.6972, -3.9629)  0.79
F (-0.9418, -2.6713, 5.6377)  -0.81
F (4.8534, -4.9090, -3.0685)  -0.31
F (-0.3089, -4.2316, -1.3931)  -0.31
F (0.2840, -5.3719, -3.8123)  -0.31
F (2.8217, -5.6730, -3.0647)  -0.31
F (4.2517, -3.4432, -5.4222)  -0.32
F (3.1367, -2.8288, -3.6801)  -0.31
F (1.7414, -3.7358, -1.9178)  -0.31
F (-1.1695, -3.7634, -3.9698)  -0.30
O (2.1210, -4.0289, -5.2977)  -0.50
O (1.5055, 1.5248, 1.0779)  -0.41
N (-0.1932, 6.6549, 2.6529)  -0.59
N (-0.2704, -0.8248, 0.0498)  -0.59
N (-2.9300, -1.0004, 0.3147)  -0.55
N (-5.8581, 2.9305, 3.6003)  -0.60
C (0.9522, -3.3466, -4.8267)  -0.08
C (-4.0160, 1.5923, 4.7102)  -0.63
C (3.7803, -5.1457, -3.8606)  0.50
C (1.7882, -0.1446, 3.0588)  -0.45
C (3.1028, -1.1341, 3.1662)  -0.63
C (-4.8641, 2.0394, 3.4058)  0.29
C (-0.7828, 0.3663, 0.7245)  0.07
C (0.1421, -4.0253, -3.7090)  0.59
C (0.0740, 1.5879, 1.2618)  0.30
C (0.1204, 4.1165, 2.5125)  -0.60
C (-0.6927, 5.5037, 2.1882)  0.13
C (3.3067, -3.8535, -4.5417)  0.84
C (-3.0378, 1.4543, 1.6267)  0.03
C (-2.3654, 0.2264, 0.8712)  0.10
C (2.1353, 1.2836, 2.3870)  -0.14
C (0.4420, -3.5474, -2.2894)  0.49
C (-4.6268, 1.4530, 1.9050)  -0.52
C (1.6075, 1.1587, -7.9640)  -0.22
C (-0.6290, 2.8098, 1.9647)  0.06
C (-2.2198, 2.7264, 2.1445)  -0.27
Be (-2.0997, -0.2558, 5.8099)  0.86
H (3.1509, -1.4588, 4.2743)  0.22
H (4.0534, -5.9002, -4.5988)  0.15
H (1.3623, 0.0676, 4.1229)  0.23
H (-3.5893, 0.4911, 4.6394)  0.12
H (2.9040, -2.0943, 2.5297)  0.24
H (0.2024, -2.4840, -2.1749)  0.15
H (-2.7634, 3.6100, 2.6596)  0.27
H (-4.9491, 0.3297, 1.9578)  0.26
H (-6.3066, 3.0731, 2.6751)  0.33
H (1.1758, 4.2579, 2.0494)  0.27
H (0.9864, -0.7611, 2.5115)  0.24
H (3.2869, 1.3603, 2.2216)  0.22
H (0.2950, -3.3186, -5.7022)  0.26
H (-0.8447, 7.3904, 2.3192)  0.32
H (-5.1833, 2.0364, 1.0846)  0.25
H (-4.6067, 1.7590, 5.6970)  0.27
H (1.1555, -2.2886, -4.5979)  0.01
H (-3.0385, 2.2902, 4.7674)  0.22
H (0.2884, 3.9888, 3.6667)  0.35
H (4.0497, -0.6044, 2.7849)  0.20
H (1.8772, 2.1116, 3.1711)  0.29
H (-1.6533, 5.4294, 1.5485)  0.16